The following is a quantum chemistry calculation of 15 unconnected molecules or ions with the total composition C70H180N10O27 at a distorted geometry, from OMol25.

The HOMO energy comes out at -8.50 eV. For the LUMO energy, the calculation gives 0.6 eV. The calculation puts the molecular weight at 1594.3 u.

Each line ends with the Löwdin charge.
Geometry (Å):
C  1.701  -7.823  0.994  -0.073
C  1.281  -8.950  0.072  -0.306
O  2.464  -9.482  -0.587  -0.086
H  1.972  -7.070  0.243  0.062
H  2.484  -8.134  1.649  0.081
H  0.779  -7.426  1.427  0.055
H  0.472  -8.616  -0.583  0.102
H  0.863  -9.715  0.753  0.110
H  2.237  -10.192  -1.191  0.074
C  3.986  1.137  0.397  -0.090
C  4.653  2.083  -0.546  -0.297
O  6.067  1.768  -0.597  -0.098
H  4.175  0.116  0.026  0.079
H  2.908  1.288  0.388  0.056
H  4.373  1.235  1.404  0.058
H  4.526  3.086  -0.108  0.113
H  4.234  2.067  -1.559  0.103
H  6.576  2.426  -1.073  0.078
C  -5.894  -3.100  -0.485  -0.076
C  -5.291  -4.366  0.038  -0.326
O  -6.197  -5.073  0.899  -0.087
H  -5.291  -2.506  -1.159  0.044
H  -6.328  -2.539  0.337  0.089
H  -6.781  -3.451  -1.000  0.077
H  -4.502  -4.081  0.798  0.108
H  -4.913  -5.112  -0.635  0.100
H  -7.039  -5.174  0.462  0.069
C  0.043  -2.829  6.830  -0.096
O  0.472  -3.960  6.076  -0.200
C  1.332  -3.581  4.998  -0.209
C  1.671  -4.832  4.142  -0.161
N  0.678  -5.058  3.071  -0.058
C  -0.723  -5.271  3.493  -0.167
C  -1.689  -5.430  2.329  -0.224
O  -1.533  -6.616  1.611  -0.177
C  -2.622  -7.093  0.880  -0.092
H  -0.652  -3.205  7.568  0.083
H  -0.415  -2.079  6.172  0.076
H  0.881  -2.325  7.370  0.095
H  2.281  -3.133  5.312  0.124
H  0.757  -2.893  4.357  0.096
H  1.843  -5.712  4.818  0.132
H  2.608  -4.680  3.597  0.107
H  1.028  -5.820  2.501  0.079
H  -1.058  -4.368  4.020  0.116
H  -0.851  -5.999  4.310  0.129
H  -1.564  -4.509  1.742  0.108
H  -2.680  -5.326  2.733  0.116
H  -3.551  -7.206  1.423  0.093
H  -2.208  -7.994  0.482  0.081
H  -2.829  -6.482  0.005  0.072
C  2.658  3.349  -5.301  -0.147
O  2.601  2.185  -4.566  -0.169
C  1.326  2.094  -3.858  -0.194
C  1.235  0.737  -3.278  -0.197
N  1.237  -0.321  -4.330  -0.026
C  1.508  -1.628  -3.741  -0.223
C  1.628  -2.780  -4.729  -0.216
O  2.448  -2.565  -5.856  -0.155
C  3.704  -3.006  -5.635  -0.158
H  3.677  3.707  -5.468  0.089
H  2.184  4.185  -4.807  0.052
H  2.261  3.197  -6.314  0.099
H  0.494  2.353  -4.514  0.106
H  1.288  2.817  -3.043  0.111
H  0.275  0.657  -2.739  0.116
H  2.056  0.527  -2.617  0.107
H  1.960  -0.070  -4.975  0.097
H  0.732  -1.989  -3.057  0.098
H  2.365  -1.559  -3.045  0.115
H  0.561  -2.985  -5.027  0.128
H  1.932  -3.654  -4.134  0.088
H  4.218  -2.514  -4.795  0.087
H  4.234  -2.785  -6.550  0.091
H  3.771  -4.086  -5.495  0.084
C  -3.644  2.323  6.979  -0.134
O  -2.412  2.891  7.223  -0.163
C  -2.115  3.952  6.305  -0.205
C  -0.815  4.569  6.675  -0.205
N  0.261  3.638  6.555  -0.067
C  1.588  4.038  6.866  -0.220
C  1.814  4.525  8.270  -0.253
O  1.509  3.539  9.215  -0.169
C  1.666  3.993  10.538  -0.112
H  -4.522  2.943  7.082  0.084
H  -3.798  1.527  7.666  0.083
H  -3.760  1.966  5.953  0.071
H  -2.913  4.693  6.335  0.130
H  -2.121  3.472  5.357  0.082
H  -0.925  4.989  7.687  0.124
H  -0.582  5.384  5.966  0.129
H  -0.061  2.735  6.889  0.117
H  1.881  4.808  6.133  0.106
H  2.288  3.213  6.631  0.128
H  1.143  5.366  8.457  0.107
H  2.854  4.942  8.370  0.139
H  1.108  4.921  10.675  0.086
H  2.698  4.174  10.824  0.084
H  1.263  3.276  11.232  0.082
C  -9.001  5.472  0.932  -0.118
O  -7.873  5.171  1.711  -0.186
C  -7.971  3.885  2.335  -0.210
C  -6.737  3.703  3.224  -0.190
N  -5.488  3.974  2.472  -0.066
C  -4.233  3.643  3.197  -0.189
C  -2.985  4.149  2.498  -0.211
O  -3.166  5.574  2.374  -0.191
C  -2.456  6.112  1.252  -0.078
H  -9.039  4.932  0.006  0.084
H  -8.921  6.508  0.621  0.085
H  -9.905  5.452  1.508  0.080
H  -8.091  3.089  1.599  0.116
H  -8.860  3.851  2.978  0.121
H  -6.734  2.670  3.592  0.122
H  -6.832  4.309  4.140  0.119
H  -5.478  4.979  2.226  0.126
H  -4.127  2.539  3.315  0.111
H  -4.255  4.137  4.183  0.110
H  -2.776  3.617  1.571  0.109
H  -2.154  3.886  3.141  0.085
H  -2.618  7.177  1.356  0.084
H  -2.960  5.796  0.325  0.086
H  -1.384  5.909  1.295  0.069
C  1.971  6.438  -2.721  -0.091
O  2.250  7.038  -1.459  -0.153
C  1.334  8.042  -1.180  -0.286
C  1.449  8.394  0.229  -0.254
N  0.959  7.352  1.102  -0.030
C  1.679  7.252  2.383  -0.199
C  1.279  6.088  3.259  -0.238
O  1.707  4.890  2.629  -0.185
C  1.143  3.716  3.171  -0.088
H  1.019  5.879  -2.755  0.080
H  2.782  5.749  -2.976  0.090
H  1.951  7.138  -3.535  0.065
H  0.275  7.802  -1.429  0.139
H  1.527  8.981  -1.768  0.139
H  0.877  9.302  0.375  0.116
H  2.468  8.709  0.449  0.122
H  1.157  6.531  0.557  0.092
H  1.505  8.149  3.006  0.128
H  2.746  7.120  2.209  0.120
H  0.194  6.066  3.471  0.119
H  1.762  6.293  4.255  0.122
H  1.269  3.748  4.239  0.054
H  1.645  2.908  2.693  0.078
H  0.080  3.706  2.878  0.081
C  3.869  -3.363  1.006  -0.113
O  3.199  -4.299  0.190  -0.214
C  3.974  -4.563  -0.982  -0.189
C  3.031  -5.341  -1.909  -0.201
N  1.798  -4.587  -1.983  -0.024
C  0.743  -5.391  -2.523  -0.223
C  -0.603  -4.724  -2.548  -0.183
O  -0.982  -4.487  -1.167  -0.199
C  -2.022  -3.530  -1.070  -0.107
H  3.151  -2.947  1.749  0.070
H  4.291  -2.569  0.370  0.083
H  4.719  -3.797  1.569  0.095
H  4.873  -5.192  -0.788  0.135
H  4.200  -3.570  -1.413  0.120
H  2.897  -6.374  -1.607  0.088
H  3.588  -5.395  -2.872  0.112
H  1.496  -4.305  -1.079  0.081
H  0.602  -6.341  -2.016  0.111
H  0.919  -5.703  -3.563  0.128
H  -1.288  -5.413  -3.052  0.126
H  -0.717  -3.790  -3.080  0.095
H  -2.756  -3.808  -1.819  0.084
H  -1.731  -2.485  -1.103  0.075
H  -2.547  -3.689  -0.107  0.070
C  -4.508  -4.387  -6.169  -0.126
O  -4.399  -3.629  -4.962  -0.201
C  -4.877  -2.261  -5.297  -0.181
C  -4.486  -1.308  -4.174  -0.195
N  -3.063  -1.141  -3.909  -0.058
C  -2.264  -0.699  -5.036  -0.184
C  -2.527  0.726  -5.451  -0.268
O  -3.690  0.826  -6.165  -0.181
C  -3.897  2.106  -6.796  -0.072
H  -3.983  -3.910  -7.044  0.104
H  -5.553  -4.523  -6.409  0.075
H  -4.180  -5.405  -5.971  0.082
H  -5.978  -2.274  -5.349  0.127
H  -4.516  -2.030  -6.282  0.092
H  -4.884  -1.768  -3.246  0.103
H  -4.880  -0.268  -4.288  0.134
H  -2.746  -2.091  -3.688  0.092
H  -2.508  -1.245  -5.954  0.117
H  -1.198  -0.901  -4.846  0.108
H  -1.694  1.014  -6.101  0.124
H  -2.450  1.378  -4.583  0.117
H  -4.802  2.092  -7.406  0.087
H  -3.028  2.381  -7.425  0.092
H  -4.032  2.939  -6.096  0.067
C  6.380  -0.665  -2.520  -0.091
O  6.079  -1.955  -3.062  -0.213
C  7.066  -2.897  -2.734  -0.236
C  6.783  -4.206  -3.466  -0.213
N  7.883  -5.102  -3.218  -0.062
C  7.923  -6.227  -4.092  -0.222
C  6.645  -6.999  -4.150  -0.240
O  6.273  -7.354  -2.828  -0.210
C  5.087  -8.067  -2.658  -0.119
H  7.298  -0.266  -2.939  0.086
H  6.462  -0.731  -1.436  0.078
H  5.555  -0.032  -2.840  0.084
H  7.130  -3.072  -1.647  0.126
H  8.048  -2.541  -3.069  0.124
H  6.626  -4.009  -4.538  0.134
H  5.868  -4.689  -3.129  0.089
H  7.830  -5.376  -2.253  0.111
H  8.681  -6.924  -3.748  0.121
H  8.170  -5.885  -5.104  0.127
H  6.686  -7.917  -4.780  0.134
H  5.841  -6.405  -4.583  0.103
H  5.260  -9.114  -2.842  0.079
H  4.307  -7.692  -3.375  0.098
H  4.832  -7.875  -1.596  0.093
C  5.249  -0.701  3.841  -0.099
O  4.106  -0.216  4.473  -0.185
C  2.952  -0.288  3.728  -0.244
C  1.808  0.214  4.597  -0.173
N  0.558  0.139  3.887  -0.043
C  -0.596  0.774  4.467  -0.197
C  -1.867  0.594  3.683  -0.217
O  -2.228  -0.774  3.719  -0.176
C  -3.201  -1.073  2.763  -0.099
H  6.102  -0.383  4.437  0.089
H  5.261  -0.264  2.832  0.083
H  5.308  -1.799  3.855  0.088
H  2.766  -1.325  3.391  0.109
H  3.092  0.312  2.811  0.104
H  2.068  1.240  4.910  0.117
H  1.804  -0.389  5.551  0.127
H  0.289  -0.794  3.681  0.067
H  -0.403  1.870  4.533  0.102
H  -0.842  0.441  5.481  0.122
H  -1.831  0.921  2.630  0.120
H  -2.666  1.215  4.125  0.093
H  -4.166  -0.750  3.155  0.102
H  -3.253  -2.142  2.600  0.080
H  -2.869  -0.669  1.820  0.060
C  -0.255  3.067  -0.586  -0.097
O  -0.782  4.040  -1.454  -0.184
C  -1.760  3.564  -2.377  -0.207
C  -2.568  4.629  -3.113  -0.177
N  -1.864  5.415  -4.092  -0.046
C  -1.601  4.780  -5.341  -0.223
C  -0.740  5.676  -6.226  -0.237
O  0.526  5.789  -5.664  -0.228
C  1.471  6.688  -6.307  -0.072
H  0.354  3.555  0.186  0.088
H  0.440  2.394  -1.079  0.057
H  -1.018  2.428  -0.129  0.085
H  -1.261  2.912  -3.082  0.087
H  -2.423  2.867  -1.907  0.096
H  -3.429  4.206  -3.591  0.108
H  -2.950  5.245  -2.273  0.120
H  -1.034  5.881  -3.762  0.095
H  -1.085  3.811  -5.290  0.103
H  -2.551  4.641  -5.872  0.109
H  -0.702  5.162  -7.200  0.124
H  -1.165  6.684  -6.375  0.131
H  1.146  7.727  -6.235  0.091
H  1.676  6.407  -7.350  0.090
H  2.444  6.528  -5.858  0.073
C  -4.684  1.436  0.082  -0.285
C  -4.514  0.093  -0.532  -0.245
O  -3.182  0.099  -1.081  -0.088
O  -5.851  1.676  0.800  -0.050
H  -4.538  2.118  -0.754  0.117
H  -3.769  1.598  0.642  0.098
H  -5.220  -0.119  -1.341  0.115
H  -4.638  -0.722  0.202  0.096
H  -3.178  -0.537  -1.806  0.029
H  -5.793  2.563  1.173  0.030
C  0.165  -0.689  0.364  -0.215
C  0.718  -2.073  0.718  -0.239
O  0.770  -2.303  2.093  -0.106
O  0.937  0.378  0.889  -0.078
H  -0.898  -0.663  0.637  0.099
H  0.131  -0.641  -0.717  0.096
H  1.694  -2.156  0.253  0.095
H  0.189  -2.902  0.191  0.109
H  0.812  -3.303  2.245  0.074
H  0.786  0.376  1.845  0.042